15
Properties=species:S:1:pos:R:3 method="wB97M-V/def2-TZVPD" e_above_lowest_kcal_mol=40.4 total_charge=0 gap_ev=10.31 smiles="C=N.CCN" homo_energy_ev=-9.2 multiplicity=1 lumo_ev=1.1603 e_tot_ev=-6251.6763
N -4.206 0.933 1.486
N 3.683 -0.181 -0.739
C 1.343 -1.157 -0.970
C -4.756 2.057 1.430
C 2.776 -1.296 -0.357
H 3.211 0.672 -0.486
H 3.127 -2.282 -0.607
H -4.855 0.146 1.758
H 0.517 -1.008 -0.244
H -5.780 2.351 1.711
H 1.031 -1.792 -1.797
H 2.730 -1.107 0.714
H -4.147 2.972 1.142
H 3.921 -0.145 -1.725
H 1.404 -0.163 -1.315